Density functional theory data (wB97M-V/def2-TZVPD) for C25H43Cl2FN5O2RuS as an isolated structure.

Values from the calculation:
Charge: +2
Calculated total energy: -2915.4180 Ha
LUMO (spin up / spin down): -4.7875 / -6.9132 eV
HOMO energy (spin up / spin down): -12.9 / -13.9 eV
Multiplicity: 6

Geometry as XYZ:
```
80
C25H43Cl2FN5O2RuS | the Open Molecules 2025 dataset | wB97M-V/def2-TZVPD
Ru 1.39363 0.25834 1.40786
N 1.63069 1.08389 -0.83058
C 2.09051 2.47804 -0.72750
C 1.05076 3.29009 0.02283
N 0.66291 2.64249 1.30060
C 1.10603 3.37356 2.50697
C 2.50305 2.93833 2.90540
N 2.47051 1.48748 3.14084
H 2.33310 0.50945 -1.28909
H 0.80098 1.03459 -1.42125
H 2.27412 2.92502 -1.70574
H 3.03582 2.47329 -0.18066
H 0.16682 3.41670 -0.60593
H 1.43905 4.29125 0.21548
H -0.34689 2.56739 1.33753
H 0.41285 3.14121 3.31833
H 1.06893 4.45259 2.34679
H 2.83246 3.49040 3.78684
H 3.21257 3.14428 2.10130
H 1.86774 1.27521 3.93374
H 3.38648 1.11571 3.38167
Cl 4.38232 -0.05633 0.82497
C 5.78825 0.19546 1.92084
Cl 5.40390 -0.25622 3.57419
H 6.05763 1.24272 1.87365
H 6.57812 -0.44098 1.54297
C 1.95233 -5.50063 -0.47015
C 2.48620 -4.10984 -0.15504
S 1.15734 -2.90565 -0.04571
O 1.88520 -1.60256 0.29773
C 0.68761 -2.71665 -1.77463
C 1.82585 -2.38678 -2.72403
H 2.78627 -6.19939 -0.51017
H 1.45359 -5.53801 -1.43888
H 1.25798 -5.84680 0.29465
H 3.21591 -3.75317 -0.88143
H 2.94525 -4.06772 0.83405
H -0.08396 -1.94286 -1.74980
H 0.18179 -3.64855 -2.03910
H 2.52294 -1.67134 -2.28262
H 1.42584 -1.95558 -3.64020
H 2.38916 -3.27721 -2.99890
F -0.22106 -2.29172 6.79536
C 0.01396 -1.81981 5.57161
C -0.85739 -0.88121 5.04079
C -0.60984 -0.39986 3.76497
C 0.49738 -0.82949 3.02795
C 1.34031 -1.79183 3.59652
C 1.11178 -2.28975 4.87241
H -1.70730 -0.55570 5.62587
H -1.30644 0.31830 3.34243
H 2.20243 -2.16485 3.04897
H 1.75464 -3.03386 5.32398
C -5.87777 0.48512 -3.25519
C -5.05505 1.42777 -2.39131
N -3.75177 1.75146 -2.97278
C -3.74040 2.61053 -4.16741
C -3.35271 1.85182 -5.42613
C -2.57219 1.43434 -2.43013
O -1.49613 1.88273 -2.83416
C -2.47690 0.45531 -1.27887
C -3.12851 -0.75705 -1.11311
C -2.71230 -1.60167 -0.08903
C -1.64513 -1.23216 0.70813
N -0.99903 -0.06706 0.54780
C -1.44203 0.74815 -0.39974
H -6.82432 0.25769 -2.76502
H -5.34927 -0.45187 -3.44144
H -6.10639 0.93284 -4.22231
H -4.90477 1.02158 -1.39262
H -5.59115 2.36955 -2.25406
H -3.04523 3.43010 -3.98848
H -4.73938 3.03502 -4.25885
H -2.34676 1.44468 -5.33259
H -3.36606 2.52391 -6.28405
H -4.04715 1.03485 -5.62473
H -3.93114 -1.06059 -1.77262
H -3.19892 -2.55250 0.07956
H -1.27752 -1.87654 1.49576
H -0.93215 1.69059 -0.54530
```